(1)
Below is 2 unconnected molecules or ions with the total composition C4H9FSi, with properties calculated with ωB97M-V/def2-TZVPD.

XYZ file:
```
15
C4H9FSi, DFT ωB97M-V/def2-TZVPD
C 1.89616 -0.65751 0.25550
C 0.96801 -0.06717 0.99726
C -0.31619 0.71389 0.47787
C 0.94820 -0.19308 2.49325
F -2.11407 -1.15501 -2.28803
Si -1.33305 -0.18406 -3.29644
H 2.08878 -0.48340 -0.81595
H -0.13652 1.59968 -0.06373
H -0.80527 0.12005 -0.37350
H -1.00728 0.81061 1.33187
H -0.05952 -0.47022 2.87932
H 1.44325 0.48418 3.08514
H 1.51037 -1.05555 2.71150
H -1.90464 1.02085 -2.71280
H -1.17822 -0.48325 -4.68127
```

- charge = 0
- highest occupied orbital energy (alpha / beta) (eV) = -7.786 / -9.002
- 2S+1 = 1
- orbital gap (alpha / beta) (hartree) = 0.2764 / 0.3041
- LUMO (alpha / beta) (eV) = -0.27 / -0.73
- energy above the lowest of the compared OMol25 structures with the same formula, charge and spin (kJ/mol) = 485.59



(2)
Below is a molecular structure, C11H13BrO3SV, with properties calculated with ωB97M-V/def2-TZVPD.

XYZ file:
```
30
C11H13BrO3SV, DFT ωB97M-V/def2-TZVPD
C -1.41551 -0.79690 -1.78109
C -1.20432 -1.31570 -0.46828
C -1.01796 -0.20686 0.42623
H -1.16808 -2.38942 -0.20547
C -1.18523 1.01801 -0.31208
C -1.35368 0.67177 -1.65853
H -1.61560 1.38972 -2.45354
H -1.63836 -1.36047 -2.70251
H -0.97374 -0.21167 1.52833
H -1.27812 2.03114 0.10664
V 0.48996 -0.14090 -1.46878
Br 3.31771 -1.38436 -1.21799
C 2.05526 0.62332 -3.40463
C 0.86387 1.40269 -3.50138
C -0.21164 0.48856 -3.83788
H 0.78200 2.51157 -3.55813
C 0.33729 -0.85067 -3.89660
C 1.73980 -0.75011 -3.66803
H 2.44377 -1.53163 -3.82416
H 3.05692 1.00374 -3.31957
H -1.25186 0.79368 -4.19476
H -0.22040 -1.73983 -4.26850
C 1.33366 -0.24246 3.33717
S 1.90608 -0.20208 1.64684
O 1.66914 1.12572 1.00104
O 3.32132 -0.58878 1.76438
O 1.07376 -1.23860 0.95096
H 0.42932 0.32385 3.53560
H 2.18460 0.13208 3.91882
H 1.17272 -1.31868 3.51320
```

- charge = -1
- highest occupied orbital energy (alpha / beta) (eV) = -3.519 / -3.530
- 2S+1 = 3
- orbital gap (alpha / beta) (hartree) = 0.2273 / 0.2292
- LUMO (alpha / beta) (eV) = 2.67 / 2.71
- expectation value of S² = 2.09



Record order is preserved below.
DFT total energy: -546.99240; -4568.84275 a.u.
Record order is preserved below.
Maximum force: 3.2; 4.2 eV/Å